A structure of composition C33H30BrFFeIN3OS2. Source: the OMol25 dataset; level of theory: ωB97M-V with the def2-TZVPD basis set.

```
73
Properties=species:S:1:pos:R:3:forces:R:3
Fe 0.381 -0.393 0.149 0.19 0.29 0.69
N 1.344 1.924 3.694 0.05 -0.16 0.03
C 2.693 2.277 3.724 -0.07 0.03 -0.03
C 3.130 3.379 4.453 -0.01 0.02 0.00
C 4.480 3.687 4.524 0.02 -0.01 -0.02
C 5.406 2.913 3.839 -0.02 0.01 0.03
C 4.969 1.831 3.087 0.00 0.00 -0.04
C 3.624 1.492 3.039 0.14 0.06 0.02
S 3.071 0.055 2.199 -0.23 -0.02 0.06
N 1.498 0.525 1.776 0.11 0.10 0.05
C 0.782 1.275 2.585 -0.22 -0.04 -0.13
C -0.603 1.421 2.316 0.14 -0.04 -0.08
C -1.495 2.205 3.100 0.02 -0.01 0.00
C -2.826 2.233 2.817 -0.01 -0.01 -0.01
C -3.317 1.467 1.733 -0.04 0.04 0.06
C -2.408 0.743 0.997 0.06 -0.13 -0.09
N -1.096 0.714 1.224 0.06 0.15 0.18
H 0.732 2.559 4.173 0.01 0.01 0.00
H 2.402 3.989 4.976 0.00 0.00 0.00
H 4.803 4.542 5.105 0.00 0.00 0.01
H 6.461 3.153 3.880 0.00 0.01 0.00
H 5.680 1.229 2.534 0.00 -0.01 -0.01
H -1.130 2.773 3.947 -0.01 0.02 -0.01
H -3.499 2.825 3.426 0.00 0.00 0.00
H -4.366 1.436 1.478 0.00 0.00 0.00
H -2.753 0.139 0.165 0.02 0.03 0.03
C -1.738 -6.170 7.371 0.01 0.07 -0.13
C -3.045 -6.524 6.715 -0.01 0.04 -0.01
O -4.117 -6.226 7.155 0.01 -0.17 0.07
S -2.896 -7.460 5.140 -0.18 0.10 0.03
C -2.253 -6.098 4.188 0.20 -0.04 -0.06
C -0.961 -6.155 3.675 0.00 -0.02 0.01
C -0.458 -5.106 2.926 0.01 0.01 0.01
C -1.226 -3.961 2.685 -0.04 -0.01 0.02
C -2.525 -3.916 3.213 0.01 0.01 -0.01
C -3.036 -4.973 3.944 -0.04 -0.03 0.03
C -0.711 -2.872 1.922 -0.01 0.07 0.00
C -0.287 -1.933 1.273 0.05 -0.10 -0.20
H -1.925 -5.667 8.317 0.01 0.02 0.00
H -1.177 -5.516 6.699 0.01 0.00 0.03
H -1.141 -7.070 7.513 -0.02 -0.02 0.03
H -0.348 -7.026 3.868 -0.01 -0.01 0.00
H 0.546 -5.153 2.524 0.00 0.00 -0.01
H -3.128 -3.035 3.034 0.00 0.00 0.00
H -4.044 -4.928 4.337 0.00 0.00 -0.01
Br -3.309 -1.002 -4.918 0.01 0.00 0.01
C -3.349 -2.255 -3.484 0.00 -0.01 -0.02
C -4.242 -3.313 -3.584 0.02 0.01 0.01
C -4.303 -4.246 -2.562 -0.01 -0.02 0.00
C -3.477 -4.118 -1.454 0.00 -0.02 0.02
C -2.589 -3.058 -1.365 -0.04 0.00 -0.05
C -2.517 -2.114 -2.387 -0.01 0.02 -0.01
I -1.120 -0.486 -2.093 -0.47 -0.43 -0.55
H -4.879 -3.400 -4.453 0.00 0.01 -0.01
H -4.999 -5.072 -2.635 0.00 0.00 0.00
H -3.523 -4.845 -0.652 0.01 0.00 0.00
H -1.947 -2.959 -0.496 0.03 0.03 0.01
F 1.918 -1.158 -0.433 -0.06 -0.06 -0.14
C 1.207 2.972 -2.598 -0.01 0.03 -0.02
C 1.651 1.728 -1.818 -0.01 -0.05 0.09
C 2.230 0.702 -2.798 0.00 0.06 -0.02
C 2.752 2.127 -0.818 0.01 0.02 -0.03
C 0.480 1.207 -1.019 0.30 0.20 0.15
H 2.048 3.391 -3.159 0.00 -0.01 0.00
H 0.829 3.744 -1.923 0.01 0.00 0.01
H 0.415 2.725 -3.309 -0.01 -0.01 0.01
H 3.128 1.116 -3.267 0.00 -0.01 -0.01
H 1.515 0.470 -3.591 -0.01 0.00 0.01
H 2.488 -0.218 -2.279 0.01 -0.02 0.01
H 3.556 2.644 -1.353 0.02 -0.01 0.01
H 3.160 1.243 -0.328 -0.01 0.01 -0.01
H 2.366 2.798 -0.047 -0.01 0.00 0.00
H -0.176 2.017 -0.689 0.01 0.00 -0.01
```
Forces are in eV/Å.

Computed properties:
total energy	-6546.60483	hartree
orbital gap (spin up / spin down)	0.184 / 0.250	Eh
2S+1	6
⟨S²⟩	8.839
total charge	-1
HOMO (spin up / spin down)	-0.0995 / -0.1726	hartree
molar mass	830.4	g/mol

Charges per atom according to Löwdin partitioning, unit e: 0.3971, 0.1120, -0.2596, -0.0397, -0.1125, -0.1159, -0.1129, -0.4682, 0.9797, -0.3223, -0.3566, -0.2001, -0.0484, -0.1097, -0.0977, -0.1812, -0.0228, 0.1042, 0.1055, 0.0929, 0.0921, 0.1010, 0.0898, 0.0928, 0.0837, 0.0577, -0.0616, -0.7154, 0.0325, 0.9390, -0.5760, -0.1128, -0.0305, -0.2565, -0.0268, -0.0979, -0.1326, -0.0464, 0.0815, 0.0835, 0.0789, 0.0989, 0.1167, 0.1158, 0.1078, 0.6736, -0.7352, -0.1542, -0.0987, -0.0839, -0.1331, -0.6136, 1.3270, 0.0905, 0.0987, 0.1032, 0.0645, -0.4532, -0.0774, -0.6831, -0.0907, -0.0643, -0.3159, 0.0778, 0.0788, 0.0774, 0.0791, 0.0551, 0.0606, 0.0815, 0.0468, 0.0829, 0.0469